1.
{
  "formula": "C19H40O5S",
  "method": "ωB97M-V/def2-TZVPD",
  "elements": ["O", "C", "O", "C", "C", "C", "C", "C", "O", "S", "O", "O", "C", "H", "H", "H", "H", "H", "H", "H", "H", "H", "H", "H", "H", "C", "C", "C", "C", "C", "C", "H", "H", "H", "H", "H", "H", "H", "H", "H", "H", "H", "H", "H", "H", "C", "C", "C", "C", "C", "C", "H", "H", "H", "H", "H", "H", "H", "H", "H", "H", "H", "H", "H", "H"],
  "xyz": [[4.479, -3.730, 4.147], [5.004, -3.172, 3.280], [5.975, -2.216, 3.560], [4.712, -3.467, 1.799], [3.714, -2.456, 1.166], [2.211, -2.867, 1.215], [1.570, -2.478, 2.573], [0.080, -2.860, 2.613], [-0.181, -4.282, 2.668], [1.080, -5.188, 2.204], [1.979, -5.454, 3.277], [0.532, -6.413, 1.709], [1.914, -4.361, 0.828], [5.591, -1.327, 3.532], [5.678, -3.315, 1.283], [4.460, -4.525, 1.662], [3.987, -2.166, 0.140], [3.799, -1.526, 1.764], [1.701, -2.248, 0.453], [2.144, -2.903, 3.416], [1.693, -1.384, 2.674], [-0.438, -2.361, 1.774], [-0.335, -2.426, 3.538], [1.175, -4.351, 0.010], [2.775, -4.928, 0.462], [3.677, 3.491, 1.429], [2.232, 3.092, 1.708], [1.955, 1.609, 1.471], [2.158, 1.132, 0.030], [1.326, 1.863, -1.021], [-0.177, 1.695, -0.825], [3.948, 3.328, 0.384], [3.828, 4.550, 1.646], [4.367, 2.919, 2.055], [1.559, 3.708, 1.105], [2.004, 3.322, 2.752], [0.931, 1.387, 1.787], [2.606, 1.017, 2.126], [1.924, 0.062, -0.014], [3.216, 1.218, -0.236], [1.595, 1.473, -2.007], [1.578, 2.927, -1.036], [-0.457, 0.639, -0.851], [-0.721, 2.207, -1.620], [-0.509, 2.116, 0.125], [-4.200, 0.419, -1.349], [-3.758, 1.272, -2.532], [-4.360, 2.676, -2.527], [-5.886, 2.729, -2.633], [-6.474, 2.047, -3.868], [-6.028, 2.684, -5.180], [-5.278, 0.251, -1.351], [-3.715, -0.559, -1.383], [-3.929, 0.895, -0.403], [-3.998, 0.756, -3.466], [-2.669, 1.365, -2.505], [-3.918, 3.252, -3.345], [-4.061, 3.188, -1.605], [-6.196, 3.779, -2.626], [-6.329, 2.281, -1.739], [-7.564, 2.103, -3.807], [-6.223, 0.983, -3.872], [-6.307, 3.739, -5.215], [-6.502, 2.182, -6.026], [-4.948, 2.610, -5.318]],
  "homo_lumo_gap_ev": 10.589,
  "homo_ev": -10.4,
  "total_charge": 0,
  "multiplicity": 1,
  "smiles": "O=C(O)CC[C@@H]1CCOS(=O)(=O)C1.CCCCCC.CCCCCC"
}

---

2.
{
  "formula": "C19H40OP2Re",
  "method": "ωB97M-V/def2-TZVPD",
  "elements": ["P", "P", "C", "C", "H", "H", "H", "H", "C", "H", "H", "H", "C", "H", "H", "H", "C", "H", "H", "H", "C", "H", "H", "H", "Re", "C", "C", "C", "C", "C", "C", "C", "C", "C", "H", "H", "H", "H", "H", "H", "H", "H", "H", "H", "H", "H", "H", "H", "H", "C", "C", "C", "C", "O", "H", "H", "H", "H", "H", "H", "H", "H", "H"],
  "xyz": [[0.699, 3.860, -4.361], [-2.453, 3.659, -3.677], [-0.530, 4.675, -5.509], [-1.863, 4.995, -4.831], [-0.676, 3.994, -6.360], [-0.045, 5.587, -5.885], [-1.786, 5.919, -4.240], [-2.659, 5.135, -5.576], [-3.149, 2.541, -4.970], [-3.745, 1.760, -4.482], [-2.344, 2.064, -5.542], [-3.790, 3.123, -5.646], [-4.013, 4.481, -3.159], [-4.644, 4.682, -4.039], [-3.783, 5.426, -2.648], [-4.556, 3.826, -2.464], [2.133, 3.744, -5.492], [2.980, 3.322, -4.932], [2.402, 4.738, -5.876], [1.894, 3.073, -6.329], [1.168, 5.402, -3.466], [0.333, 5.779, -2.862], [1.469, 6.164, -4.198], [2.011, 5.179, -2.802], [0.610, 0.330, -0.436], [-1.275, 1.217, -0.179], [-1.392, 0.192, -1.215], [-1.387, 0.442, -2.704], [0.001, 0.729, -3.322], [1.085, 1.009, -2.304], [1.021, 2.151, -1.379], [-0.128, 3.121, -1.367], [-1.291, 2.701, -0.463], [2.386, 0.576, 0.617], [-1.761, 0.954, 0.767], [-1.996, -0.684, -0.934], [-2.089, 1.250, -2.972], [-1.779, -0.475, -3.182], [0.314, -0.156, -3.903], [-0.064, 1.564, -4.046], [2.094, 0.808, -2.687], [1.990, 2.639, -1.209], [-0.517, 3.203, -2.402], [0.226, 4.121, -1.062], [-1.202, 3.237, 0.496], [-2.252, 3.021, -0.906], [2.169, 0.519, 1.693], [2.920, 1.506, 0.387], [3.021, -0.291, 0.357], [-1.166, -2.842, 1.428], [0.085, -1.999, 1.678], [-0.181, -0.955, 2.756], [1.218, -2.939, 2.099], [0.472, -1.401, 0.424], [-1.399, -3.474, 2.297], [-1.028, -3.497, 0.564], [-2.033, -2.194, 1.240], [-0.305, -1.435, 3.739], [0.645, -0.239, 2.832], [-1.097, -0.392, 2.529], [1.409, -3.676, 1.312], [2.150, -2.386, 2.273], [0.955, -3.477, 3.016]],
  "homo_lumo_gap_ev": [6.754, 4.942],
  "homo_ev": [-14.9, -14.6],
  "total_charge": 2,
  "multiplicity": 4
}

---

3.
{
  "formula": "C19H41AsBN2O3",
  "method": "ωB97M-V/def2-TZVPD",
  "elements": ["C", "C", "As", "C", "C", "C", "C", "C", "C", "C", "C", "C", "C", "N", "C", "C", "C", "C", "O", "C", "C", "C", "O", "B", "N", "O", "H", "H", "H", "H", "H", "H", "H", "H", "H", "H", "H", "H", "H", "H", "H", "H", "H", "H", "H", "H", "H", "H", "H", "H", "H", "H", "H", "H", "H", "H", "H", "H", "H", "H", "H", "H", "H", "H", "H", "H", "H"],
  "xyz": [[2.453, 2.678, 1.721], [1.614, 1.537, 1.294], [2.157, 0.035, 0.017], [1.447, 1.247, -1.431], [-0.137, 1.190, -1.793], [-1.133, 1.896, -0.649], [-2.528, 2.494, -1.304], [-3.777, 2.182, -0.238], [-4.530, 0.744, -0.564], [-4.678, -0.243, 0.740], [-6.124, -1.035, 0.828], [-6.674, -1.603, -0.611], [2.722, -1.420, -1.305], [3.579, -0.943, -2.447], [3.168, -1.600, -3.782], [0.427, -0.977, 0.237], [0.714, -2.612, 0.891], [-0.702, -3.594, 0.994], [0.071, -2.904, 2.278], [3.057, -0.824, 1.589], [2.114, -0.579, 3.084], [2.874, 0.455, 4.241], [2.740, -1.185, 4.373], [3.992, 0.894, -0.382], [4.181, 2.298, -0.965], [5.308, 0.188, -0.197], [2.887, 2.869, 2.804], [2.684, 3.524, 0.925], [0.526, 1.462, 1.759], [1.595, 2.387, -1.098], [2.036, 1.179, -2.468], [-0.550, 0.176, -2.202], [-0.258, 1.936, -2.724], [-0.508, 2.784, -0.161], [-1.457, 1.159, 0.197], [-2.483, 3.659, -1.399], [-2.813, 1.928, -2.288], [-3.413, 2.215, 0.895], [-4.622, 3.021, -0.305], [-3.889, 0.139, -1.367], [-5.547, 1.005, -1.079], [-3.825, -1.075, 0.716], [-4.564, 0.428, 1.710], [-5.979, -1.979, 1.532], [-6.906, -0.321, 1.335], [-6.080, -2.550, -1.015], [-6.707, -0.811, -1.475], [-7.786, -1.976, -0.443], [1.789, -1.977, -1.791], [3.309, -2.241, -0.711], [4.536, -1.376, -2.273], [2.256, -1.075, -4.291], [2.999, -2.754, -3.564], [4.161, -1.559, -4.444], [-0.319, -0.510, 0.996], [-0.033, -1.345, -0.775], [1.791, -3.179, 0.579], [-1.576, -3.548, 1.735], [-1.229, -2.808, 0.263], [3.314, -1.948, 1.525], [4.042, -0.274, 1.982], [0.864, -0.519, 2.972], [1.830, 1.039, 4.263], [2.875, 0.362, 5.391], [4.776, 2.848, -0.282], [4.749, 2.187, -1.847], [5.188, -0.802, -0.200]],
  "homo_lumo_gap_ev": 6.360,
  "homo_ev": -3.7,
  "total_charge": -1,
  "multiplicity": 1
}

---

4.
{
  "formula": "C19H41B2BeClF11LiN2NaO16P2S2",
  "method": "ωB97M-V/def2-TZVPD",
  "elements": ["C", "C", "C", "C", "O", "P", "N", "C", "C", "O", "C", "F", "F", "F", "B", "N", "O", "H", "H", "H", "H", "H", "H", "H", "H", "H", "H", "H", "H", "H", "H", "H", "H", "H", "H", "H", "Li", "C", "S", "O", "C", "H", "H", "H", "H", "H", "H", "C", "O", "C", "C", "O", "C", "H", "H", "H", "H", "H", "H", "H", "H", "H", "H", "F", "P", "F", "F", "F", "F", "F", "B", "O", "C", "O", "C", "O", "O", "F", "F", "Na", "O", "C", "O", "C", "C", "C", "H", "H", "H", "H", "H", "H", "Cl", "Be", "O", "S", "O", "O", "O"],
  "xyz": [[-2.969, 3.814, 1.690], [-4.501, 3.534, 1.276], [-4.872, 1.991, 1.321], [-4.344, 1.160, 0.049], [-2.907, 1.110, 0.006], [-2.300, -0.526, -0.257], [-1.752, -2.169, -0.709], [-2.706, -1.042, 1.513], [-1.515, -1.742, 2.299], [-2.139, -2.664, 3.270], [-0.606, -0.751, 3.156], [0.723, -1.223, 3.042], [-0.653, 0.574, 2.770], [-0.900, -0.872, 4.533], [-0.648, 0.256, -0.861], [-0.538, 1.347, -1.850], [0.591, -0.262, -0.286], [-2.239, 3.412, 0.920], [-2.838, 4.952, 1.700], [-2.742, 3.449, 2.743], [-4.795, 4.058, 0.311], [-5.118, 4.048, 2.096], [-6.012, 1.901, 1.285], [-4.489, 1.462, 2.247], [-4.725, 1.641, -0.920], [-4.851, 0.141, 0.112], [-3.346, -0.665, -1.253], [-1.300, -2.171, -1.633], [-2.501, -2.867, -0.661], [-3.643, -1.680, 1.524], [-2.946, -0.077, 2.081], [-0.828, -2.382, 1.668], [-2.886, -2.145, 3.641], [-0.994, 2.201, -1.483], [0.472, 1.597, -1.886], [0.619, 0.147, 0.602], [-1.975, -4.496, 2.722], [3.539, -4.644, 5.412], [2.227, -4.284, 4.222], [1.652, -5.599, 3.780], [3.311, -3.706, 2.911], [3.084, -5.063, 6.316], [4.239, -5.366, 4.991], [4.063, -3.723, 5.664], [4.023, -4.489, 2.644], [3.842, -2.812, 3.244], [2.699, -3.461, 2.040], [-1.384, 7.371, -3.896], [-0.095, 7.277, -4.479], [0.897, 6.872, -3.540], [1.263, 5.407, -3.727], [0.180, 4.557, -3.365], [-0.505, 4.039, -4.498], [-2.127, 7.511, -4.709], [-1.645, 6.458, -3.340], [-1.425, 8.231, -3.226], [0.566, 7.063, -2.514], [1.784, 7.485, -3.727], [2.095, 5.164, -3.058], [1.588, 5.212, -4.753], [0.118, 3.294, -5.002], [-0.777, 4.831, -5.201], [-1.418, 3.552, -4.153], [2.556, -4.031, -2.168], [3.642, -4.358, -1.016], [3.781, -5.397, 0.230], [2.379, -3.726, -0.203], [4.761, -3.837, -2.059], [3.804, -5.808, -1.722], [4.566, -3.353, -0.135], [3.816, -5.229, 10.360], [5.236, -5.228, 10.755], [5.927, -4.649, 9.778], [7.119, -4.486, 9.785], [5.007, -4.244, 8.702], [5.312, -3.686, 7.662], [3.764, -4.578, 9.029], [3.043, -4.488, 11.293], [3.330, -6.561, 10.267], [3.473, -2.971, 6.812], [-3.009, 0.642, -4.644], [-2.595, 0.726, -5.769], [-2.052, 1.856, -6.296], [-1.765, 1.645, -7.683], [-1.658, 0.145, -7.844], [-2.638, -0.364, -6.807], [-2.581, 2.071, -8.276], [-0.836, 2.152, -7.946], [-1.874, -0.195, -8.858], [-0.647, -0.184, -7.587], [-3.653, -0.436, -7.206], [-2.321, -1.318, -6.388], [-2.869, 9.099, -4.485], [-0.657, -6.249, 4.038], [2.460, 1.087, -2.283], [3.004, 0.158, -3.292], [3.843, -0.842, -2.613], [3.815, 0.911, -4.262], [1.893, -0.517, -3.981]],
  "homo_lumo_gap_ev": 1.460,
  "homo_ev": -4.4,
  "total_charge": -1,
  "multiplicity": 1
}

---

5.
{
  "formula": "C19H42BClNO",
  "method": "ωB97M-V/def2-TZVPD",
  "elements": ["C", "C", "C", "C", "N", "B", "Cl", "C", "C", "C", "C", "C", "C", "C", "C", "C", "C", "C", "C", "C", "C", "O", "C", "H", "H", "H", "H", "H", "H", "H", "H", "H", "H", "H", "H", "H", "H", "H", "H", "H", "H", "H", "H", "H", "H", "H", "H", "H", "H", "H", "H", "H", "H", "H", "H", "H", "H", "H", "H", "H", "H", "H", "H", "H", "H"],
  "xyz": [[-2.289, -0.068, 4.730], [-1.198, 0.947, 4.305], [0.151, 0.291, 3.946], [0.853, 0.858, 2.680], [1.064, -0.126, 1.628], [2.507, -0.218, 1.110], [2.919, 1.503, 0.302], [3.623, -0.509, 2.298], [3.181, -1.648, 3.225], [2.726, -1.349, -0.059], [1.769, -1.348, -1.283], [2.487, -0.752, -2.497], [1.671, -0.587, -3.788], [1.217, 0.859, -4.032], [0.172, 1.269, -3.005], [-0.408, 2.673, -3.189], [-1.278, 3.105, -1.988], [-2.586, 2.302, -1.845], [-2.488, 1.002, -0.995], [-3.001, -0.273, -1.692], [-3.670, -1.264, -0.717], [-3.399, -2.613, -1.057], [-2.249, -3.168, -0.440], [-2.053, -1.071, 4.380], [-2.390, -0.078, 5.815], [-3.264, 0.187, 4.309], [-1.557, 1.561, 3.479], [-1.056, 1.625, 5.148], [0.814, 0.449, 4.801], [0.035, -0.787, 3.838], [1.792, 1.324, 2.980], [0.217, 1.674, 2.312], [0.691, -1.024, 1.899], [3.832, 0.401, 2.866], [4.550, -0.822, 1.806], [2.728, -2.460, 2.651], [2.420, -1.320, 3.934], [4.028, -2.054, 3.785], [2.743, -2.360, 0.362], [3.722, -1.159, -0.467], [1.535, -2.391, -1.535], [0.827, -0.839, -1.073], [3.382, -1.348, -2.680], [2.839, 0.241, -2.197], [0.760, -1.194, -3.715], [2.226, -0.961, -4.650], [0.751, 0.905, -5.023], [2.084, 1.524, -4.014], [-0.644, 0.554, -3.094], [0.569, 1.204, -1.990], [-1.042, 2.714, -4.080], [0.407, 3.390, -3.318], [-0.692, 3.087, -1.067], [-1.559, 4.152, -2.150], [-3.298, 2.963, -1.343], [-2.989, 2.060, -2.828], [-2.988, 1.132, -0.035], [-1.436, 0.843, -0.758], [-2.175, -0.825, -2.139], [-3.684, 0.000, -2.498], [-3.335, -1.033, 0.296], [-4.753, -1.143, -0.780], [-2.531, -4.057, 0.130], [-1.540, -3.487, -1.209], [-1.739, -2.459, 0.213]],
  "homo_lumo_gap_ev": 7.088,
  "homo_ev": -4.1,
  "total_charge": -1,
  "multiplicity": 1
}

---

6.
{
  "formula": "C19H42CrP2Si",
  "method": "ωB97M-V/def2-TZVPD",
  "elements": ["P", "P", "C", "C", "H", "H", "H", "H", "C", "H", "H", "H", "C", "H", "H", "H", "C", "H", "H", "H", "C", "H", "H", "H", "Cr", "C", "C", "C", "C", "C", "C", "C", "C", "C", "H", "H", "H", "H", "H", "H", "H", "H", "H", "H", "H", "H", "H", "H", "H", "C", "Si", "C", "C", "C", "H", "H", "H", "H", "H", "H", "H", "H", "H", "H", "H"],
  "xyz": [[0.499, -2.559, -0.163], [0.016, 2.583, 0.698], [0.573, -0.906, -0.726], [0.955, 1.376, -0.135], [-0.302, -0.459, -1.310], [1.522, -0.598, -1.165], [1.980, 1.073, 0.196], [1.042, 1.678, -1.180], [-1.551, 3.110, -0.115], [-1.967, 3.951, 0.476], [-2.312, 2.304, -0.243], [-1.319, 3.509, -1.122], [1.149, 3.915, 0.566], [0.793, 4.588, -0.213], [2.114, 3.489, 0.267], [1.168, 4.437, 1.517], [-0.752, -3.693, -0.717], [-0.938, -4.495, 0.025], [-0.475, -4.150, -1.676], [-1.734, -3.222, -0.874], [2.151, -3.221, -0.359], [2.924, -2.440, -0.385], [2.227, -3.773, -1.308], [2.304, -3.893, 0.493], [-0.761, 0.215, 0.281], [0.429, 1.052, -3.125], [-0.889, 0.989, -2.789], [-1.913, 0.348, -3.676], [-1.541, -1.106, -4.049], [-0.692, -1.759, -3.033], [0.665, -1.856, -3.041], [1.584, -1.140, -3.988], [1.161, 0.302, -4.238], [0.055, -2.078, 1.498], [1.045, 1.919, -2.783], [-1.348, 1.680, -2.076], [-2.027, 0.902, -4.628], [-2.918, 0.340, -3.213], [-2.516, -1.632, -4.085], [-1.037, -1.135, -5.032], [-1.313, -2.314, -2.345], [1.233, -2.693, -2.600], [1.585, -1.687, -4.953], [2.627, -1.163, -3.609], [2.131, 0.774, -4.447], [0.597, 0.337, -5.182], [0.567, -1.141, 1.824], [0.525, -2.919, 2.019], [-1.039, -2.107, 1.664], [-2.180, 1.230, 4.838], [-0.441, 0.735, 4.344], [0.844, 1.765, 5.369], [-0.156, -1.062, 4.780], [-0.134, 1.309, 2.422], [-2.343, 1.133, 5.926], [-2.913, 0.600, 4.307], [-2.355, 2.276, 4.541], [0.673, 1.691, 6.468], [1.858, 1.402, 5.108], [0.742, 2.814, 5.033], [-0.813, -1.727, 4.203], [0.877, -1.385, 4.582], [-0.353, -1.277, 5.847], [-0.550, 2.306, 2.697], [0.964, 1.460, 2.595]],
  "homo_lumo_gap_ev": [4.323, 3.580],
  "homo_ev": [-4.3, -3.7],
  "total_charge": 0,
  "multiplicity": 5
}

---

Q: Which formula does entry 1 have?
A: C19H40O5S

---

Q: Number 3 is which compound?
A: C19H41AsBN2O3